Computed, not measured: 7 unconnected molecules or ions with the total composition C21H56O7 in a non-equilibrium geometry, with ωB97M-V/def2-TZVPD.

Properties
total charge = 0
energy relative to the best compared isomer or geometry (same formula, charge and spin) = 1.436 eV
SMILES = CC(C)O.CC(C)O.CC(C)O.CC(C)O.CC(C)O.CC(C)O.CC(C)O

Each line ends with the Mulliken charge.
Element x y z (Å)
O: 14.0325 5.3556 18.5485  -0.6850
O: 8.0448 7.9246 16.3420  -0.3991
O: 7.0476 5.6107 17.2972  -0.4949
O: 11.8692 9.3878 14.4749  -0.4891
O: 12.6970 8.6299 19.1589  -0.5440
O: 6.6996 9.3756 14.3024  -0.4852
O: 13.5016 8.2839 16.5224  -0.3898
C: 4.3947 9.8408 13.7710  -1.4736
C: 15.1455 8.5864 19.2838  -0.8948
C: 11.1129 9.3757 13.2577  0.6217
C: 12.7710 3.6390 17.4292  -1.3995
C: 8.5795 9.6520 18.1272  -1.7465
C: 13.8284 8.4789 20.0604  0.7929
C: 6.9319 3.6003 18.4596  -1.6164
C: 5.2055 7.4259 13.9714  -1.1571
C: 15.7831 7.7315 15.7101  -1.7311
C: 9.9105 7.5490 17.9159  -1.0216
C: 5.3787 8.8550 14.5047  0.6515
C: 11.4384 8.0872 12.5759  -1.3494
C: 13.7038 9.4946 21.1300  -1.7736
C: 6.1340 4.6875 17.7632  0.7018
C: 12.7172 4.7733 18.4598  1.9306
C: 13.8076 6.6076 14.8352  -1.8580
C: 5.1217 5.3255 18.7152  -1.3988
C: 12.1265 4.4414 19.7868  -1.5503
C: 9.0530 8.5719 17.1270  1.3429
C: 14.3591 7.2952 16.0365  1.6244
C: 9.5964 9.4958 13.4901  -1.1720
H: 13.5898 2.9476 17.6902  0.3550
H: 7.6264 3.0737 17.7872  0.4209
H: 7.2984 8.9684 14.9341  0.2888
H: 11.8561 3.0760 17.4919  0.3869
H: 10.2652 6.6708 17.3130  0.1746
H: 4.6011 6.2014 18.3606  0.3360
H: 12.7262 6.4972 14.8003  0.2763
H: 9.1237 9.4356 12.5288  0.4753
H: 14.4522 9.3082 21.9377  0.3857
H: 12.1226 5.3332 20.4233  0.3370
H: 4.2887 6.9027 14.1672  0.4183
H: 13.9668 6.0466 19.2248  0.0917
H: 4.5412 10.8475 14.1106  0.3799
H: 9.2176 8.6260 14.0485  0.0641
H: 12.9568 8.4687 18.2448  0.4402
H: 4.4451 4.5490 18.9831  0.4537
H: 11.4988 10.1488 14.9620  0.1964
H: 13.9697 10.4824 20.7248  0.3575
H: 11.4166 10.2287 12.5883  0.1117
H: 12.4224 8.1166 12.1355  0.3621
H: 11.4139 7.2752 13.3522  0.1794
H: 16.2845 8.2991 16.4781  0.3391
H: 10.8176 8.0299 18.2955  0.2963
H: 11.9988 5.5722 18.0748  -0.5824
H: 14.4662 6.5665 16.8302  -0.1186
H: 12.6821 3.6440 20.2935  0.3531
H: 5.3752 7.3456 12.8811  0.2835
H: 12.9147 4.0410 16.4042  0.2283
H: 16.0337 8.8092 19.9047  0.4857
H: 11.1129 4.1002 19.7083  0.3798
H: 15.7549 8.3793 14.8191  0.3770
H: 5.6443 5.5698 19.6402  0.3259
H: 14.3327 5.6856 14.6353  0.4709
H: 3.3043 9.5772 13.9270  0.3529
H: 10.7883 7.8991 11.7319  0.4500
H: 9.6530 8.9895 16.3475  -0.2251
H: 9.1989 10.3497 14.0631  0.4459
H: 6.0022 6.8221 14.4395  0.1959
H: 6.2822 2.8137 18.8602  0.4202
H: 9.3552 7.1545 18.7993  0.3201
H: 14.0149 7.1721 13.9283  0.4641
H: 15.0761 9.3829 18.5572  0.3294
H: 7.8845 10.3433 17.5704  0.4050
H: 4.5856 9.7848 12.7108  0.3574
H: 13.6999 7.4694 20.5102  0.0795
H: 12.9942 8.5526 15.7101  0.3490
H: 12.7517 9.5286 21.6543  0.3768
H: 7.9324 5.2058 17.3268  0.1239
H: 16.4323 6.8952 15.4696  0.4114
H: 5.5910 4.2137 16.8694  0.1427
H: 7.9472 9.2802 18.8932  0.3879
H: 15.2816 7.6531 18.7193  0.0266
H: 9.4822 10.1440 18.5103  0.3788
H: 7.6545 7.1954 16.7982  0.3467
H: 5.0503 8.8267 15.5766  0.1341
H: 7.4879 4.0727 19.2979  0.3605

Cartesian forces, eV/Å:
O -0.62 -0.38 0.57
O 0.42 1.41 -0.28
O 1.50 1.05 -0.54
O -0.66 1.10 0.25
O 0.38 0.13 1.01
O -1.20 -0.10 -0.17
O -0.83 1.07 -1.41
C -0.43 -1.42 0.71
C 0.03 -0.53 0.23
C -0.69 0.95 -0.55
C 0.72 0.49 0.38
C -0.46 0.64 -2.51
C -0.76 -0.73 -1.01
C -0.17 -0.48 0.68
C 1.86 -0.25 -0.44
C -0.11 1.05 -0.80
C -0.04 -0.55 -0.20
C -1.72 0.64 -0.31
C 0.27 -0.91 0.45
C 1.15 0.97 1.41
C -1.38 -1.61 -0.63
C -0.81 1.46 -1.66
C -0.22 0.06 -1.39
C 1.21 -0.34 0.14
C 0.84 -0.50 1.07
C 0.16 -1.32 1.10
C 1.46 -1.45 0.67
C 0.22 -0.73 0.93
H -0.18 0.28 -0.20
H -0.09 0.39 0.05
H 0.02 -0.46 0.44
H -0.49 -0.22 -0.21
H -0.49 0.79 0.20
H -0.06 0.13 -0.39
H -0.05 -0.44 0.56
H -0.43 0.30 -0.46
H -0.33 -0.03 -0.59
H 0.02 -0.12 0.00
H -0.75 0.26 0.40
H 0.14 -0.13 -0.20
H 0.16 0.53 0.19
H 0.34 -0.03 -0.17
H 0.38 -0.09 -0.42
H -0.95 -0.48 0.14
H 0.53 -0.48 0.02
H -0.39 -0.13 0.11
H -0.02 -0.54 0.70
H 0.58 -0.03 0.13
H -0.23 0.55 -1.02
H -0.07 0.15 0.53
H -0.29 -0.05 0.04
H 0.96 -0.73 -0.02
H -0.21 -0.19 0.21
H 0.07 0.13 0.05
H -0.01 0.33 0.38
H -0.04 -0.32 0.66
H -0.52 -0.40 -0.07
H -0.65 -0.11 -0.25
H 0.11 -0.08 0.14
H 0.08 0.30 0.05
H -0.12 -0.60 0.25
H 1.25 0.08 -0.01
H -0.48 -0.22 0.07
H 0.70 0.72 -0.19
H 0.56 0.11 -0.46
H -0.21 0.03 -0.15
H 0.07 0.20 0.09
H 0.23 0.26 -0.56
H 0.09 0.49 -0.13
H -0.17 0.33 -0.20
H 1.02 -0.17 0.46
H 0.12 0.09 -0.43
H 0.36 0.32 -0.03
H 0.19 0.27 1.16
H -0.26 -0.04 -0.40
H -0.45 0.31 -0.16
H -0.13 -0.33 -0.01
H 0.51 0.66 1.05
H -0.20 -0.75 1.00
H 0.33 0.31 0.14
H -0.49 0.11 0.07
H -0.72 -0.80 0.68
H 0.74 0.22 -0.52
H -0.19 -0.41 -0.40

***

Computed, not measured: 7 unconnected molecules or ions with the total composition C21H56O7 in a non-equilibrium geometry, with ωB97M-V/def2-TZVPD.

Properties
total charge = 0
energy relative to the best compared isomer or geometry (same formula, charge and spin) = 1.353 eV
SMILES = CC(C)O.CC(C)O.CC(C)O.CC(C)O.CC(C)O.CC(C)O.CC(C)O

Each line ends with the Mulliken charge.
Element x y z (Å)
O: 1.1218 -0.0540 -1.3163  -0.4475
O: 5.5762 1.4700 -2.9210  -0.5773
O: -6.3883 4.0620 0.2649  -0.5518
O: 2.4848 -2.1235 0.1563  -0.5088
O: 3.8258 -0.0614 4.6343  -0.5683
O: -0.2162 -0.5144 -3.7618  -0.4110
O: -2.1235 -1.7732 2.8301  -0.4883
C: 1.9377 -1.4342 4.0363  -1.0690
C: 5.4377 2.3523 -0.6624  -1.3935
C: -0.5107 0.2806 -4.9243  0.6732
C: -3.4784 -3.6339 2.1298  -1.3879
C: 4.7196 1.6204 -1.7968  0.5395
C: 1.6084 -3.2659 0.2224  0.4239
C: -1.9973 0.2568 -5.2326  -1.4313
C: -4.1006 -1.2505 1.5283  -1.1842
C: 3.8643 -2.3310 5.4251  -1.2259
C: -5.0282 2.0656 0.0827  -0.6149
C: -3.4708 -2.1893 2.5633  0.6134
C: 3.4560 2.3856 -2.2190  -0.6283
C: 1.4826 -3.8660 -1.1772  -1.2300
C: 0.0464 1.6808 -4.6854  -1.1717
C: 2.9737 -1.1212 5.1089  0.2753
C: 1.3129 1.0573 0.7614  -1.3755
C: -0.9403 0.9543 -0.3411  -1.3341
C: -5.0721 3.5361 0.4586  0.3451
C: -4.0469 4.3618 -0.2954  -1.1549
C: 0.5677 1.0307 -0.5602  1.2110
C: 0.2309 -2.7980 0.6998  -0.6553
H: -6.5122 4.1760 -0.6851  0.3462
H: 5.5322 3.4133 -0.8984  0.3586
H: 1.0263 1.9357 1.3442  0.5575
H: -4.0654 1.6415 0.3756  -0.1155
H: 1.0684 -1.9737 4.4198  0.3659
H: 4.4016 0.6323 -1.4555  0.1230
H: 2.4601 -0.7794 6.0082  0.3585
H: 2.7618 1.7608 -2.7882  -0.0916
H: 2.0563 -3.9755 0.9166  0.4259
H: -0.6488 -1.3646 -3.9151  0.1838
H: -5.7579 1.5193 0.6831  0.3111
H: -0.3566 -3.7005 0.9023  0.5196
H: 0.5672 -4.4676 -1.2459  0.3702
H: 2.3749 1.1546 0.5267  0.2948
H: -3.9640 5.3892 0.0593  0.3543
H: 0.3340 -2.3188 1.6740  -0.0709
H: 1.1089 1.7134 -4.9212  0.2954
H: -3.0280 3.9671 -0.2002  0.2207
H: -1.7408 -2.3712 3.4768  0.2395
H: 1.5536 -0.4980 3.6301  0.2532
H: 3.7823 3.1631 -2.9107  0.4846
H: 1.1228 0.1723 1.3636  -0.0695
H: 1.9874 -1.3903 -0.2532  0.1658
H: -2.7993 -4.2867 2.6872  0.4003
H: -3.8478 -1.6725 0.5489  0.2904
H: -4.0174 -1.9936 3.4969  0.2980
H: -2.5391 0.6861 -4.3857  0.3051
H: -4.8823 3.6401 1.5289  0.2662
H: -4.4460 -4.1476 2.1351  0.3625
H: -3.7070 -0.2395 1.5111  0.1504
H: 4.0101 -0.2804 3.7121  0.3443
H: -2.3346 -0.7525 -5.4721  0.4132
H: -1.3988 1.9090 -0.0651  0.2635
H: 6.0932 2.2721 -3.0417  0.3530
H: 4.3822 -2.2198 6.3766  0.3431
H: -5.2378 1.9038 -0.9747  0.3249
H: -3.1375 -3.7972 1.0994  0.2987
H: -4.2108 4.3585 -1.3782  0.3264
H: -2.2498 0.8913 -6.0844  0.3928
H: 0.0505 -0.1496 -5.7652  0.1736
H: 6.3756 1.8299 -0.4784  0.4013
H: 2.8874 2.6682 -1.3308  0.1472
H: -5.1813 -1.2678 1.6479  0.3975
H: 0.8015 1.9396 -1.1284  0.1987
H: -0.4580 2.3698 -5.3650  0.4018
H: -1.1557 0.3285 0.5314  0.1600
H: 0.7026 -0.0302 -2.1962  0.1261
H: 3.3121 -3.2737 5.3831  0.2916
H: -0.2380 -2.1307 -0.0162  0.0439
H: -1.4881 0.5910 -1.2128  0.3612
H: 2.3506 -4.4217 -1.5192  0.3272
H: 4.6513 -2.4235 4.6723  0.3092
H: 2.4079 -2.0267 3.2463  0.3066
H: 4.8387 2.2833 0.2490  0.3428
H: -0.1115 2.0015 -3.6553  0.2037
H: 1.2397 -3.0556 -1.8726  0.1218

Cartesian forces, eV/Å:
O -0.64 0.19 0.05
O 0.08 -0.57 -0.09
O 0.12 0.06 -0.04
O 0.03 -0.31 0.39
O -0.41 -0.02 0.27
O -0.38 -0.03 -0.37
O 0.01 0.33 -0.53
C -0.06 0.02 0.11
C -0.60 -0.67 -0.03
C 0.48 0.17 -0.26
C -0.13 -1.32 -0.63
C -0.60 0.73 0.09
C -0.18 1.31 -0.97
C 0.03 0.43 0.12
C 0.62 -1.04 -0.65
C -0.08 -0.09 -0.15
C 0.04 -0.11 0.71
C 0.12 0.92 0.69
C 0.05 -0.86 -0.18
C -0.97 0.12 -0.05
C -0.18 -0.23 -0.30
C 0.45 -0.39 -0.48
C 0.17 0.66 -0.33
C -0.35 -0.25 0.39
C -0.06 0.16 -0.21
C 0.88 0.03 -0.22
C 0.10 0.29 0.04
C 0.68 -1.11 0.90
H -0.06 0.00 0.09
H 0.40 -0.02 -0.03
H -0.06 -0.04 -0.01
H 0.13 0.04 -0.39
H 0.18 -0.18 0.09
H 0.39 -0.14 -0.19
H 0.23 0.26 0.01
H 0.27 -0.21 -0.06
H 0.02 0.04 0.10
H 0.22 0.00 0.32
H -0.18 0.06 -0.18
H -0.37 0.24 -0.30
H 0.35 -0.46 0.18
H 0.07 -0.20 0.28
H -0.40 0.04 -0.04
H -0.05 0.31 -0.14
H 0.05 0.01 0.20
H -0.18 -0.25 0.23
H -0.02 -0.09 0.03
H 0.06 -0.01 -0.12
H -0.31 0.56 0.47
H 0.04 -0.16 -0.10
H 0.18 -0.34 -0.12
H -0.09 0.32 0.46
H -0.24 0.19 -0.11
H -0.13 -0.61 -0.02
H -0.12 -0.32 0.07
H -0.06 -0.05 0.01
H -0.14 0.42 0.32
H -0.03 0.06 0.56
H 0.10 0.13 0.08
H -0.13 -0.01 0.21
H 0.40 0.23 -0.20
H -0.08 0.07 0.11
H -0.15 -0.06 0.10
H 0.13 -0.02 -0.05
H 0.08 0.63 0.00
H -0.34 0.08 0.06
H 0.23 -0.08 -0.11
H -0.18 -0.01 -0.01
H 0.22 0.41 0.04
H 0.19 0.66 -0.17
H -0.05 0.18 -0.08
H -0.07 0.12 0.17
H 0.05 0.11 0.12
H -0.03 -0.37 -0.28
H 0.15 -0.40 0.15
H -0.08 0.08 0.32
H -0.14 0.00 -0.06
H 0.12 -0.12 -0.02
H 0.05 0.03 0.00
H -0.11 0.14 -0.14
H -0.16 0.10 -0.15
H 0.02 0.04 0.01
H -0.08 0.03 0.00
H 0.48 0.12 0.00